[1]
The following is a quantum chemistry calculation of a molecular structure, C35H40N7ORuS3, from the OMol25 dataset.

XYZ file:
```
87
Properties=species:S:1:pos:R:3:lowdin_charge:R:1
Ru 1.08191 -0.23724 -0.02957 0.798
C -1.24489 -2.39405 0.46695 -0.082
N 0.01145 -1.95726 1.11995 -0.204
C -0.35791 -1.33749 2.42867 -0.143
C 0.62616 -0.28082 2.88527 -0.194
N 0.77540 0.76687 1.85386 -0.278
C -0.43268 1.63180 1.81687 -0.072
C 1.90853 1.65949 2.10482 -0.310
C 2.26937 2.05156 3.38085 -0.024
C 3.29786 2.96833 3.55846 -0.076
C 3.95053 3.50113 2.45955 -0.083
C 3.58981 3.11024 1.17903 -0.099
C 2.57415 2.18222 0.99140 -0.560
S 2.10410 1.63997 -0.62355 0.701
C 0.94201 -3.07588 1.30803 -0.284
C 0.46558 -4.36333 1.52718 -0.035
C 1.33739 -5.43004 1.67830 -0.085
C 2.70409 -5.20662 1.61801 -0.089
C 3.18687 -3.92707 1.41622 -0.118
C 2.32338 -2.83792 1.26346 -0.597
S 3.00039 -1.24294 1.00990 0.691
H -1.01521 -2.96757 -0.42556 0.082
H -1.82384 -1.52120 0.18372 0.032
H -1.84910 -3.01416 1.13546 0.091
H -0.41508 -2.11329 3.19859 0.139
H -1.35880 -0.92055 2.31247 0.094
H 1.60404 -0.73052 3.04254 0.082
H 0.28319 0.14938 3.83219 0.124
H -0.53878 2.15637 2.77220 0.106
H -1.30605 1.02467 1.61922 0.012
H -0.33283 2.35541 1.01096 0.094
H 1.76029 1.64935 4.24657 0.111
H 3.58462 3.26412 4.55879 0.103
H 4.75027 4.21673 2.59834 0.104
H 4.10528 3.50791 0.31415 0.105
H -0.59819 -4.54767 1.57550 0.105
H 0.94751 -6.42716 1.83210 0.101
H 3.39689 -6.03165 1.72366 0.104
H 4.25288 -3.74590 1.36257 0.100
C 0.89737 -0.55820 -3.17858 -0.188
N 1.31831 -1.15868 -4.43191 -0.082
C 2.75995 -1.00092 -4.59774 -0.167
N 3.49019 -1.63108 -3.49936 -0.086
C 3.07191 -1.02015 -2.25462 -0.229
N 1.59129 -1.16961 -1.99512 -0.185
C 1.29549 -2.63091 -2.03402 -0.165
N 1.71139 -3.25334 -3.27813 -0.079
C 1.01873 -2.58933 -4.38589 -0.164
C 3.14962 -3.05153 -3.45434 -0.163
H -0.17246 -0.70476 -3.05889 0.094
H 1.09990 0.51312 -3.17241 0.111
H 3.00471 0.06254 -4.62476 0.130
H 3.06416 -1.45672 -5.54189 0.126
H 3.29683 0.04340 -2.27429 0.069
H 3.60195 -1.48056 -1.42423 0.060
H 0.21556 -2.74471 -1.93924 0.111
H 1.79307 -3.11116 -1.19149 0.114
H -0.05818 -2.72710 -4.27182 0.130
H 1.33578 -3.04972 -5.32339 0.126
H 3.46128 -3.52683 -4.38621 0.126
H 3.68091 -3.51961 -2.62317 0.130
N -1.40339 0.84790 -1.68593 0.046
C -0.80791 0.31005 -0.85006 -0.374
O -4.34914 0.08117 -0.40790 -0.486
S -3.71940 0.56963 0.83337 0.943
C -4.95988 0.42865 2.13007 -0.370
C -6.28676 0.26616 1.76938 -0.059
C -7.23774 0.09506 2.76351 -0.068
C -6.85785 0.07780 4.09971 -0.082
C -5.52217 0.21949 4.44880 -0.080
C -4.56433 0.38339 3.45806 -0.105
C -3.63330 2.36777 0.71348 -0.357
C -3.49091 3.18152 1.82912 -0.093
C -3.27379 4.53904 1.65327 -0.081
C -3.19840 5.07065 0.37173 -0.082
C -3.34928 4.24679 -0.73334 -0.064
C -3.56015 2.88466 -0.56910 -0.084
H -6.54804 0.26402 0.71860 0.113
H -8.27852 -0.03163 2.49554 0.107
H -7.60412 -0.06122 4.87093 0.103
H -5.22537 0.18953 5.48904 0.104
H -3.51465 0.46722 3.71906 0.103
H -3.56480 2.77159 2.82895 0.099
H -3.16057 5.18142 2.51704 0.103
H -3.01955 6.12957 0.23752 0.102
H -3.28647 4.65888 -1.73177 0.108
H -3.65164 2.21859 -1.41561 0.091
```

ΔE to the lowest compared entry with this formula, charge and spin = 0.0 kJ/mol
molar mass = 772.0 g mol⁻¹
E_tot = -84510.4504 eV
HOMO-LUMO gap (spin up / spin down) = 7.7423 / 6.3234 eV
maximum force = 1.477 eV/A
<S²> = 0.76
LUMO level (spin up / spin down) = 0.408 / -0.951 eV
multiplicity = 2



[2]
The following is a quantum chemistry calculation of a molecular structure, C35H41AlF4N4SbSi, from the OMol25 dataset.

XYZ file:
```
87
Properties=species:S:1:pos:R:3:lowdin_charge:R:1
Al 0.14870 -0.88869 -0.11433 0.180
N -0.30294 -0.07766 1.75523 0.063
C 0.87073 0.33056 2.56399 -0.172
C 2.03929 0.63401 1.63388 -0.187
N 1.99595 -0.23440 0.43098 0.064
H -0.89333 0.73407 1.58306 0.089
H -0.87285 -0.75813 2.25180 0.132
H 1.11374 -0.46764 3.25543 0.099
H 0.63192 1.21504 3.15293 0.129
H 2.99417 0.52588 2.14630 0.136
H 1.96037 1.65759 1.27560 0.049
H 2.56681 -1.06650 0.56211 0.101
H 2.41362 0.25185 -0.35503 0.064
C 1.06769 -2.42106 -4.00516 -0.148
Si 1.48273 -0.86460 -3.08678 0.423
C 1.81280 0.53853 -4.25432 -0.139
C 3.12518 -1.19394 -2.26628 -0.161
N 0.21066 -0.45675 -1.92070 -0.034
C -1.06283 -0.19589 -2.46927 -0.308
C -1.44136 -0.18388 -3.81845 -0.044
C -2.75522 0.06551 -4.19509 -0.068
C -3.75168 0.31539 -3.26077 -0.070
C -3.43301 0.27558 -1.90791 0.009
C -2.12820 0.01446 -1.61840 -0.191
F -1.75204 -0.14720 -0.25795 0.037
H 1.90354 -2.66992 -4.66484 0.048
H 0.17696 -2.33583 -4.62886 0.034
H 0.92024 -3.26165 -3.32275 0.041
H 2.70319 0.26532 -4.82912 0.051
H 2.04375 1.46777 -3.72069 0.017
H 1.01919 0.74277 -4.96982 0.031
H 3.78773 -1.53523 -3.06538 0.053
H 3.10964 -2.00285 -1.53154 0.041
H 3.60953 -0.30088 -1.85964 0.027
H -0.71121 -0.38218 -4.58553 0.080
H -3.00178 0.07046 -5.24841 0.119
H -4.76482 0.52535 -3.57154 0.118
H -4.16362 0.42537 -1.12605 0.134
F -0.10120 9.06046 1.94494 0.078
C -0.06702 7.81429 1.44782 -0.276
C -0.21937 7.64227 0.08400 0.008
C -0.18919 6.35497 -0.42549 -0.110
C -0.00779 5.25610 0.41654 -0.409
C 0.14271 5.47353 1.78380 -0.136
C 0.11429 6.75830 2.31456 -0.004
Sb 0.07287 3.28970 -0.37039 1.536
C -1.53503 3.51230 -1.73849 -0.402
C -2.69117 4.12839 -1.25098 -0.127
C -3.80708 4.29936 -2.05675 0.004
C -3.74297 3.85998 -3.36451 -0.281
F -4.81858 4.01921 -4.15462 0.074
C -2.62024 3.25465 -3.88702 -0.010
C -1.51932 3.07030 -3.06025 -0.127
C 1.71109 3.54148 -1.70598 -0.387
C 1.62988 4.26498 -2.89737 -0.116
C 2.73779 4.43652 -3.71437 0.010
C 3.93437 3.86266 -3.33060 -0.279
F 5.00782 4.01495 -4.12087 0.081
C 4.06610 3.14364 -2.16023 -0.006
C 2.94520 2.99079 -1.35383 -0.150
H -0.36168 8.50584 -0.55089 0.126
H -0.32073 6.21578 -1.49209 0.100
H 0.28259 4.63892 2.46201 0.084
H 0.22476 6.94630 3.37335 0.123
H -2.72658 4.50915 -0.23617 0.100
H -4.70736 4.77662 -1.69475 0.125
H -2.62068 2.92650 -4.91732 0.127
H -0.64687 2.56968 -3.46690 0.098
H 0.69365 4.71465 -3.20366 0.096
H 2.68504 5.00260 -4.63407 0.128
H 5.02889 2.73184 -1.89011 0.125
H 3.06403 2.44678 -0.42081 0.072
C 1.55793 -2.93480 2.33256 -0.040
C 0.79273 -3.45453 1.15783 -0.334
C 0.62996 -4.78041 0.89132 -0.050
C -0.26102 -4.89026 -0.20712 -0.046
C -0.60791 -3.62853 -0.58153 -0.329
C -1.60476 -3.27736 -1.63847 -0.020
N 0.04159 -2.69954 0.23714 0.032
H 2.08676 -3.77178 2.78502 0.091
H 0.91238 -2.52516 3.11520 0.073
H 2.33016 -2.19010 2.11901 0.056
H 1.08286 -5.58435 1.44922 0.109
H -0.63556 -5.79402 -0.66035 0.109
H -2.01009 -4.20815 -2.03240 0.094
H -1.18294 -2.72968 -2.47919 0.048
H -2.44989 -2.69951 -1.25443 0.084
```

ΔE to the lowest compared entry with this formula, charge and spin = 0.0 kJ/mol
molar mass = 770.6 g mol⁻¹
E_tot = -74802.7278 eV
HOMO-LUMO gap = 7.7833 eV
total charge = +1
maximum force = 0.522 eV/A
LUMO level = -2.357 eV
multiplicity = 1



[3]
The following is a quantum chemistry calculation of a molecular structure, C35H41BrMoN3O2PSi, from the OMol25 dataset.

XYZ file:
```
85
Properties=species:S:1:pos:R:3:lowdin_charge:R:1
Mo 0.92057 -2.41271 -0.43068 1.191
O 0.74497 -6.32566 -1.14800 0.226
C 0.10305 -5.38781 -0.84777 -0.411
O 0.70375 -4.09216 -0.95814 -0.308
C -1.28607 -5.35318 -0.33254 -0.143
C -1.86042 -6.61160 -0.16805 0.028
C -3.16772 -6.73638 0.27261 -0.009
C -3.91480 -5.60170 0.54263 -0.013
C -3.35124 -4.34279 0.38180 -0.047
C -2.03731 -4.20083 -0.05199 -0.281
P -1.49431 -2.48156 -0.27509 1.012
C -2.20067 -1.50500 1.05035 -0.369
C -1.68711 -1.67391 2.33951 -0.098
C -2.24626 -0.98244 3.39962 -0.048
C -3.31353 -0.11928 3.17643 -0.030
C -3.83734 0.03712 1.90075 -0.043
C -3.28840 -0.65764 0.83288 -0.082
C -2.11372 -1.97945 -1.89246 -0.359
C -2.25290 -0.63279 -2.23944 -0.144
C -2.68164 -0.28620 -3.50731 -0.048
C -2.95043 -1.27392 -4.44879 -0.032
C -2.79060 -2.61091 -4.12005 -0.039
C -2.37868 -2.96727 -2.84438 -0.063
H -1.26629 -7.48682 -0.39189 0.139
H -3.59905 -7.71936 0.40156 0.129
H -4.93783 -5.68862 0.88259 0.127
H -3.94473 -3.46474 0.60465 0.118
H -0.87086 -2.36373 2.51933 0.093
H -1.85021 -1.11479 4.39692 0.097
H -3.74473 0.42328 4.00720 0.123
H -4.68432 0.68916 1.73521 0.121
H -3.72580 -0.55538 -0.15087 0.106
H -2.02633 0.14394 -1.52147 0.075
H -2.80933 0.75683 -3.76527 0.117
H -3.28809 -0.99806 -5.43864 0.123
H -2.99725 -3.38047 -4.85099 0.122
H -2.28532 -4.01615 -2.59324 0.110
N 1.45285 -2.12441 1.37233 -0.075
C 1.87023 -1.86430 2.45745 -0.132
C 2.30907 -1.56849 3.67945 -0.213
C 3.70830 -1.59937 3.96432 -0.175
N 4.83573 -1.57972 4.18207 0.214
C 1.35164 -1.13396 4.64950 -0.174
N 0.57201 -0.75741 5.40425 0.213
C 4.26980 1.49542 -1.30500 -0.096
C 3.29557 2.68218 -1.37841 -0.625
C 3.97366 3.91587 -0.72592 -0.064
C 3.04559 2.98964 -2.86141 -0.083
Si 1.69802 2.47831 -0.38927 0.883
Br 1.12523 -0.12175 -1.34986 0.423
C 0.13060 3.32393 -1.02689 -0.614
C -1.08256 3.10728 -0.11255 -0.084
C -0.27170 2.92929 -2.45760 -0.093
C 0.47836 4.83505 -1.01208 -0.062
C 1.81749 2.13087 1.46665 -0.602
C 0.65975 1.29787 2.04140 -0.094
C 1.79088 3.52741 2.13733 -0.058
C 3.13418 1.44198 1.84868 -0.083
H 5.16083 1.76106 -1.87832 0.102
H 3.85792 0.59341 -1.75706 0.041
H 4.59434 1.26340 -0.29447 0.065
H 4.88387 4.13189 -1.29066 0.108
H 4.27149 3.73852 0.30758 0.072
H 3.35395 4.81416 -0.76203 0.081
H 4.01461 3.11912 -3.34841 0.102
H 2.48586 3.91100 -3.01485 0.072
H 2.53089 2.17477 -3.37368 0.083
H -1.35197 2.05387 -0.01643 0.065
H -1.93726 3.63326 -0.54493 0.101
H -0.93099 3.51086 0.88749 0.074
H -0.47688 1.86209 -2.55900 0.024
H 0.47135 3.20543 -3.19999 0.069
H -1.19164 3.46486 -2.70656 0.100
H 0.74754 5.20056 -0.01916 0.083
H -0.40980 5.38733 -1.32942 0.108
H 1.27944 5.08905 -1.70563 0.072
H -0.31025 1.77651 1.93888 0.066
H 0.83895 1.16068 3.11237 0.087
H 0.59718 0.30961 1.58880 0.021
H 0.84406 4.04701 1.99101 0.073
H 2.60028 4.17725 1.79955 0.083
H 1.92060 3.38674 3.21354 0.108
H 3.23095 0.45341 1.39387 0.072
H 3.15757 1.31625 2.93437 0.096
H 4.01337 2.02519 1.58172 0.075
```

molar mass = 770.6 g mol⁻¹
E_tot = -134575.2752 eV
HOMO-LUMO gap (spin up / spin down) = 6.7405 / 6.6667 eV
total charge = +2
maximum force = 1.029 eV/A
LUMO level (spin up / spin down) = -7.877 / -7.959 eV
multiplicity = 1